Version 1
Molecular formula: H4NP
Method: DFT, wB97M-V/def2-TZVPD

For the HOMO energy (alpha / beta), the calculation gives -9.0 / -9.0 eV. The charge is 0. The gap between HOMO and LUMO (alpha / beta) comes out at 7.39 / 7.34 eV.

Last column: natural (NBO) charge in e.
Element x y z (Å)
N1 -1.1772 -0.4353 -0.4852  -1.101
P1 1.7414 0.4995 0.8131  0.112
H1 -0.8644 0.3195 0.0663  0.357
H2 -0.3467 -0.9692 -0.8370  0.373
H3 -1.9452 -0.9538 -0.0110  0.374
H4 2.5920 1.5394 0.4538  -0.115

Version 2
Molecular formula: H4NP
Method: DFT, wB97M-V/def2-TZVPD

For the HOMO energy (alpha / beta), the calculation gives -8.7 / -9.6 eV. The charge is 0. The gap between HOMO and LUMO (alpha / beta) comes out at 7.97 / 8.62 eV.

Last column: natural (NBO) charge in e.
Element x y z (Å)
N1 -1.3751 -0.0941 -0.0701  -1.111
P1 0.1215 0.3606 -0.0861  0.934
H1 -1.6378 -1.0563 0.0082  0.383
H2 0.0844 1.7390 -0.3731  -0.028
H3 1.8979 -1.2980 -0.5284  -0.112
H4 0.9091 0.3488 1.0495  -0.066

Stability check: which of them is most stable? version 1.

Version 1
Molecular formula: CH2BrNO4
Method: DFT, wB97M-V/def2-TZVPD

For the HOMO energy (alpha / beta), the calculation gives -10.1 / -9.7 eV. The charge is 0. The gap between HOMO and LUMO (alpha / beta) comes out at 8.39 / 7.17 eV.

Last column: natural (NBO) charge in e.
Element x y z (Å)
C1 -0.4760 -0.4897 -0.0439  0.852
N1 0.3403 0.7119 -0.0699  0.337
O1 0.6323 1.2714 -1.0725  -0.240
O2 0.0581 1.3788 1.0826  -0.479
O3 -0.4811 -0.9425 -1.2702  -0.665
O4 -1.1179 -0.8635 0.8900  -0.542
Br1 2.5273 -0.3004 0.5715  -0.294
H1 -1.0864 -1.5445 -1.6857  0.540
H2 -0.3965 0.7786 1.5981  0.492

Version 2
Molecular formula: CH2BrNO4
Method: DFT, wB97M-V/def2-TZVPD

For the HOMO energy (alpha / beta), the calculation gives -9.3 / -9.3 eV. The charge is 0. The gap between HOMO and LUMO (alpha / beta) comes out at 7.65 / 7.65 eV.

Last column: natural (NBO) charge in e.
Element x y z (Å)
C1 2.8604 0.9735 -0.3070  0.918
N1 0.2394 0.5353 -0.6025  0.437
O1 1.9526 0.1450 -0.1520  -0.540
O2 -0.0510 1.3207 0.3983  -0.427
O3 3.1927 2.0262 -0.5984  -0.496
O4 -0.3613 -0.7264 -0.3940  -0.546
Br1 4.4491 -0.3990 0.3851  -0.339
H1 -0.4161 0.8067 1.0458  0.479
H2 0.1122 -1.4070 -0.8748  0.515

Stability check: which of them is most stable? version 1.

Version 1
Molecular formula: C8H12B2F8LiO6
Method: DFT, wB97M-V/def2-TZVPD

For the HOMO energy, the calculation gives -8.0 eV. The charge is -1. The gap between HOMO and LUMO comes out at 10.35 eV.

Last column: natural (NBO) charge in e.
Element x y z (Å)
Li1 1.2644 -0.7831 -0.6313  0.905
B1 1.0331 -1.8433 -2.8855  1.334
F1 0.2186 -1.1381 -3.7788  -0.574
F2 2.0815 -0.9989 -2.4324  -0.579
F3 0.2973 -2.1779 -1.7082  -0.589
F4 1.5582 -2.9785 -3.4754  -0.556
B2 3.6390 -1.8589 0.8694  1.350
F5 4.1476 -1.0518 -0.1299  -0.559
F6 2.1898 -1.8038 0.8102  -0.614
F7 4.0444 -3.1917 0.7080  -0.570
F8 4.0085 -1.3901 2.1439  -0.581
C1 -1.7424 1.3661 -3.4703  -0.636
C2 -0.7847 2.3885 -2.9205  0.073
C3 -1.2060 2.9885 -1.5600  -0.095
O1 -0.1002 2.7064 -0.6949  -0.498
C4 0.7505 1.8620 -1.3172  0.995
O2 1.6247 1.2816 -0.7485  -0.609
O3 0.4841 1.7853 -2.6220  -0.462
H1 -1.6305 0.4311 -2.9229  0.263
H2 -1.5654 1.1684 -4.5255  0.229
H3 -2.7734 1.7190 -3.3738  0.198
H4 -0.5777 3.1843 -3.6369  0.179
H5 -2.0932 2.5133 -1.1496  0.194
H6 -1.2925 4.0689 -1.6559  0.185
C5 -1.7976 -1.7087 4.1012  -0.633
C6 -1.4951 -0.3609 3.4969  0.067
C7 -0.0074 0.0007 3.3864  -0.090
O4 0.2565 -0.0544 1.9981  -0.452
C8 -0.8843 -0.1644 1.3131  0.985
O5 -0.9512 -0.2006 0.1236  -0.614
O6 -1.9492 -0.2786 2.1332  -0.491
H7 -2.8563 -1.8731 4.2845  0.218
H8 -1.2592 -1.7902 5.0499  0.215
H9 -1.4171 -2.5219 3.4773  0.233
H10 -2.0319 0.4068 4.0599  0.181
H11 0.6300 -0.7048 3.9158  0.211
H12 0.1869 1.0025 3.7681  0.187

Version 2
Molecular formula: C8H12B2F8LiO6
Method: DFT, wB97M-V/def2-TZVPD

For the HOMO energy, the calculation gives -7.8 eV. The charge is -1. The gap between HOMO and LUMO comes out at 10.09 eV.

Last column: natural (NBO) charge in e.
Element x y z (Å)
Li1 -0.8699 0.0853 -0.4044  0.908
B1 -1.4611 -0.0714 -2.7831  1.325
F1 -2.7739 0.3396 -3.0725  -0.566
F2 -1.5205 -1.1828 -1.9746  -0.560
F3 -0.6504 -0.2312 -3.9084  -0.566
F4 -0.8961 0.9812 -2.0405  -0.601
B2 -3.5911 -1.0378 0.9500  1.354
F5 -4.5983 -0.0724 0.9741  -0.573
F6 -3.8221 -1.9838 -0.0317  -0.563
F7 -2.3371 -0.4144 0.6741  -0.611
F8 -3.5469 -1.6076 2.2468  -0.585
C1 1.5984 6.0904 0.9918  -0.633
C2 0.7460 5.2096 0.1030  0.069
C3 1.5432 4.3894 -0.9384  -0.089
O1 1.2736 3.0358 -0.6542  -0.475
C4 0.2672 2.9626 0.2633  0.992
O2 -0.2151 2.0069 0.7595  -0.568
O3 0.0178 4.2058 0.7598  -0.492
H1 2.3129 6.6539 0.3879  0.213
H2 2.2267 5.5248 1.6847  0.220
H3 1.0340 6.7975 1.5987  0.223
H4 -0.0105 5.8108 -0.4093  0.180
H5 2.6106 4.5434 -0.7748  0.181
H6 1.2268 4.6959 -1.9344  0.195
C5 1.9651 -5.5394 0.2098  -0.629
C6 0.6654 -4.7542 0.1783  0.062
C7 0.0912 -4.3412 1.5270  -0.096
O4 0.0350 -2.9228 1.5102  -0.458
C8 0.4841 -2.4605 0.3511  1.008
O5 0.4985 -1.3170 0.0257  -0.630
O6 0.9018 -3.4666 -0.4310  -0.482
H7 2.8075 -4.9524 0.5793  0.218
H8 2.2793 -5.8965 -0.7712  0.223
H9 1.8618 -6.4320 0.8307  0.211
H10 -0.0141 -5.2698 -0.4995  0.199
H11 0.7706 -4.6510 2.3218  0.179
H12 -0.9104 -4.7279 1.7005  0.214

Stability check: which of them is most stable? version 1.

Version 1
Molecular formula: C3H7FO2
Method: DFT, wB97M-V/def2-TZVPD

For the HOMO energy, the calculation gives -8.6 eV. The charge is 0. The gap between HOMO and LUMO comes out at 9.16 eV.

Last column: natural (NBO) charge in e.
Element x y z (Å)
C1 -1.1636 -0.6825 -1.4650  -0.716
C2 0.8947 0.0252 1.8334  -0.256
C3 -0.3577 0.3514 -0.7869  0.933
O1 0.9142 0.4799 -1.0776  -0.652
O2 -0.2357 -0.4200 1.2347  -0.721
F1 -0.9736 1.5016 -0.4866  -0.311
H1 -1.5699 -0.2806 -2.3961  0.240
H2 -0.5284 -1.5371 -1.6751  0.254
H3 -1.9851 -0.9806 -0.8193  0.271
H4 0.8381 -0.2755 2.8904  0.190
H5 0.9885 1.1307 1.8225  0.119
H6 1.8168 -0.4200 1.4102  0.131
H7 1.3617 1.1076 -0.4846  0.516

Version 2
Molecular formula: C3H7FO2
Method: DFT, wB97M-V/def2-TZVPD

For the HOMO energy, the calculation gives -10.3 eV. The charge is 0. The gap between HOMO and LUMO comes out at 10.90 eV.

Last column: natural (NBO) charge in e.
Element x y z (Å)
O1 -1.4931 -0.2212 -0.7816  -0.746
C1 -0.9893 -0.2395 0.5418  -0.092
C2 0.3968 0.4139 0.4225  0.034
O2 0.1989 1.6500 -0.2324  -0.708
C3 1.3445 -0.4877 -0.3358  0.033
F1 2.6453 0.0310 -0.2280  -0.371
H1 -2.4534 -0.1460 -0.7829  0.485
H2 -0.9918 -1.3104 0.8936  0.171
H3 -1.5466 0.3803 1.2173  0.183
H4 0.8393 0.5989 1.4164  0.194
H5 -0.4110 1.4284 -0.9603  0.479
H6 1.0691 -0.6537 -1.3701  0.179
H7 1.3913 -1.4441 0.1994  0.159

Stability check: which of them is most stable? version 2.